Below is the molecule C6H14N2, with properties calculated with ωB97M-V/def2-TZVPD.

```
22
Properties=species:S:1:pos:R:3:forces:R:3
C -0.706619 -0.768832 1.891600 -0.4 0.2 1.0
N -0.672972 -0.183425 0.564985 0.4 -0.1 0.1
C -0.927634 -1.207771 -0.456504 -0.6 0.1 -0.3
C 0.442032 -1.676985 -0.946708 -0.3 0.2 -0.1
C 1.101921 -0.306689 -1.004262 0.1 0.2 -0.9
C 0.660313 0.423758 0.253455 -0.8 -0.5 -0.2
C 0.575314 1.928004 0.039244 0.8 0.2 0.3
N -0.493830 2.326885 -0.869077 -0.3 0.1 0.2
H -1.680649 -0.652852 2.378180 -0.2 -0.1 -0.3
H -0.040917 -0.256826 2.592172 0.2 0.1 -0.3
H -0.464372 -1.837168 1.939174 0.2 0.0 -0.2
H -1.450761 -0.763437 -1.318407 0.1 0.0 0.2
H -1.623924 -1.956455 -0.070538 0.3 -0.1 0.1
H 0.374491 -2.110718 -1.943330 0.1 -0.3 0.1
H 0.904414 -2.378581 -0.257072 0.2 0.0 0.1
H 2.156919 -0.230393 -1.252737 0.3 -0.3 0.5
H 0.637973 0.176616 -1.873025 -0.1 0.2 0.1
H 1.292460 0.186272 1.107809 0.5 0.2 -0.1
H 1.532687 2.246216 -0.389262 0.1 -0.1 -0.1
H 0.579487 2.425439 1.019258 -0.6 0.0 -0.1
H -1.149944 1.558119 -0.966213 0.0 0.0 0.1
H -1.046389 3.058821 -0.438741 0.1 0.1 -0.1
```
Forces are in eV/Å.

The orbital gap is 9.7 eV. The electronic energy comes out at -9428.624 eV. Its total charge is 0. The value obtained for the energy relative to the best compared isomer or geometry (same formula, charge and spin) is 19.8 kcal/mol. As for the spin multiplicity: 1. The HOMO energy is -0.3148 Ha. Its SMILES is CN1CCC[C@H]1CN.